Formula: C51H66BN8O3SiSn
Source: the OMol25 dataset
Level of theory: ωB97M-V/def2-TZVPD

```
131
Properties=species:S:1:pos:R:3
Sn -0.25 0.41 -0.89
C -3.38 -0.27 2.60
C -2.08 -0.80 1.99
C -1.76 -2.20 2.51
C -0.94 0.11 2.28
C -0.42 0.49 3.52
C 0.65 1.33 3.26
C 1.53 1.97 4.28
C 2.35 0.90 5.01
C 0.68 2.79 5.27
N 0.76 1.46 1.92
N -0.21 0.72 1.33
B 1.65 2.40 1.09
N 2.56 1.60 0.15
N 2.07 0.76 -0.80
C 3.10 0.25 -1.49
C 4.28 0.77 -0.96
C 3.91 1.62 0.07
C 4.92 2.42 0.84
C 4.88 3.89 0.42
C 4.87 2.26 2.37
C 3.06 -0.73 -2.62
C 1.68 -0.92 -3.22
C 3.62 -2.07 -2.12
N 0.73 3.33 0.28
N 0.00 2.82 -0.75
C -0.63 3.84 -1.36
C -0.29 5.01 -0.70
C 0.55 4.67 0.35
C 0.94 5.70 1.38
C -0.36 6.16 2.07
C 1.96 5.38 2.47
C -1.61 3.76 -2.48
C -1.24 2.72 -3.54
C -3.02 3.53 -1.90
H -4.20 -0.96 2.39
H -3.28 -0.17 3.68
H -3.64 0.71 2.18
H -2.19 -0.85 0.90
H -1.63 -2.18 3.60
H -2.57 -2.89 2.27
H -0.84 -2.56 2.06
H -0.77 0.18 4.49
H 2.23 2.65 3.79
H 1.69 0.22 5.56
H 2.93 0.32 4.30
H 3.03 1.37 5.72
H 0.05 2.13 5.87
H 1.33 3.34 5.95
H 0.04 3.50 4.75
H 2.33 3.04 1.79
H 5.28 0.57 -1.30
H 5.88 2.01 0.52
H 3.86 4.28 0.48
H 5.53 4.49 1.05
H 5.21 4.00 -0.62
H 4.07 2.85 2.81
H 4.73 1.22 2.65
H 5.82 2.60 2.79
H 3.74 -0.35 -3.39
H 1.03 -1.41 -2.50
H 1.25 0.04 -3.52
H 1.74 -1.56 -4.10
H 3.02 -2.44 -1.29
H 3.62 -2.81 -2.93
H 4.65 -1.95 -1.77
H -0.62 6.01 -0.96
H 1.33 6.55 0.80
H -0.81 5.33 2.62
H -0.14 6.96 2.78
H -1.09 6.54 1.36
H 1.58 4.61 3.14
H 2.92 5.08 2.07
H 2.11 6.29 3.06
H -1.61 4.74 -2.96
H -1.22 1.71 -3.11
H -1.97 2.73 -4.35
H -0.25 2.92 -3.95
H -3.07 2.59 -1.37
H -3.26 4.33 -1.20
H -3.77 3.53 -2.69
O -0.89 -0.45 -2.58
N -2.08 -0.39 -3.07
N -2.96 0.08 -2.29
O -2.64 0.45 -1.11
C -4.30 0.25 -2.76
C -5.30 0.48 -1.83
C -6.60 0.63 -2.27
C -6.90 0.56 -3.62
C -5.88 0.35 -4.55
C -4.58 0.19 -4.12
H -5.04 0.53 -0.78
H -7.39 0.81 -1.55
H -7.92 0.69 -3.96
H -6.11 0.31 -5.61
H -3.77 0.05 -4.82
O -0.07 -1.82 -0.45
Si -0.10 -3.42 -0.51
C -1.87 -4.03 -0.15
C -2.09 -5.24 0.50
C -3.37 -5.55 0.97
C -4.42 -4.67 0.75
C -4.20 -3.48 0.08
C -2.93 -3.16 -0.38
C -0.01 -4.31 -2.23
C 0.46 -5.63 -2.29
C 0.76 -6.18 -3.54
C 0.54 -5.45 -4.70
C 0.02 -4.17 -4.63
C -0.28 -3.60 -3.39
C 1.25 -4.24 0.51
C 1.10 -4.36 1.89
C 2.17 -4.71 2.70
C 3.42 -4.94 2.15
C 3.58 -4.88 0.77
C 2.50 -4.54 -0.04
H -1.27 -5.94 0.68
H -3.53 -6.48 1.51
H -5.41 -4.93 1.09
H -5.02 -2.78 -0.09
H -2.74 -2.22 -0.88
H 0.61 -6.21 -1.40
H 1.16 -7.18 -3.59
H 0.76 -5.89 -5.66
H -0.19 -3.61 -5.54
H -0.68 -2.60 -3.36
H 0.13 -4.17 2.35
H 2.03 -4.79 3.78
H 4.27 -5.17 2.78
H 4.54 -5.08 0.32
H 2.63 -4.51 -1.12
```

As for the net charge: +1. As for the energy above the lowest of the compared OMol25 structures with the same formula, charge and spin: 297.1 kJ/mol. The value obtained for the LUMO energy is -4.233 eV. The total energy is -3175.26845 Ha. Its HOMO energy is -9.98 eV. The calculation puts the strongest force on any atom at 3.7 eV/Å. The calculation puts the HOMO-LUMO gap at 5.7466 eV.